1.
Here is a cluster of 2 separate species, C27H24F4NOS in total in a non-equilibrium geometry from the Open Molecules 2025 dataset. Energies are from ωB97M-V/def2-TZVPD.

The geometry in XYZ format:
```
58
Properties=species:S:1:pos:R:3
S -1.212 -2.688 -0.061
F -4.474 0.008 -1.954
F 3.358 4.012 -1.716
F -2.190 3.726 -3.868
F 4.677 -0.035 -3.849
O 1.617 -1.646 0.643
N -1.245 -1.446 2.177
C -2.177 2.557 -3.136
C -2.944 -2.596 3.578
C 0.588 -0.731 0.701
C -0.962 2.112 -2.638
C 1.854 3.021 2.265
C 0.326 0.201 -1.617
C -3.379 1.875 -2.949
C 2.719 1.924 2.288
C 1.910 2.128 -1.645
C -0.670 -1.342 0.929
C -0.898 0.867 -1.943
C -2.233 -3.246 1.201
C -2.129 0.189 -1.701
C 3.092 2.708 -2.088
C -3.308 0.696 -2.201
C 2.325 0.708 1.746
C 1.010 0.559 1.251
C -2.188 -2.442 2.300
C 4.011 2.044 -2.895
C 0.145 1.668 1.223
C 2.117 -2.163 -0.598
C 3.734 0.702 -3.156
C 2.574 0.066 -2.735
C -0.867 -0.592 3.299
C -2.967 -4.532 1.088
C 1.604 0.791 -1.986
C 0.573 2.898 1.713
H -2.353 -5.391 1.390
H 0.220 -0.588 3.455
H -3.686 -3.385 3.433
H -0.058 2.685 -2.828
H 2.407 -0.984 -2.991
H -2.322 -2.897 4.437
H 3.710 2.007 2.742
H -1.336 -1.021 4.188
H -3.499 -1.687 3.867
H -2.114 -0.750 -1.151
H -0.854 1.522 0.798
H 2.176 3.972 2.696
H 1.313 -2.324 -1.332
H 1.206 2.716 -1.057
H 3.002 -0.152 1.751
H -4.315 2.230 -3.365
H 0.240 -0.893 -1.681
H -0.101 3.757 1.673
H 2.861 -1.448 -0.967
H 2.588 -3.120 -0.366
H -3.267 -4.688 0.047
H -3.866 -4.544 1.715
H 4.898 2.546 -3.280
H -1.240 0.432 3.162
```

Computed properties:
- ΔE to the lowest compared entry with this formula, charge and spin: 0.0 kcal/mol
- HOMO level: -10.15 eV
- Frontier orbital gap: 5.19 eV
- 2S+1: 1
- Total energy: -1970.564104 Eh
- Net charge: +1


2.
Here is a structure of composition C9H14BrN4O in a non-equilibrium geometry from the Open Molecules 2025 dataset. Energies are from ωB97M-V/def2-TZVPD.

The geometry in XYZ format:
```
29
Properties=species:S:1:pos:R:3
Br -1.910 -2.666 -2.771
O 1.014 0.882 -0.141
N -1.336 2.468 2.447
N -0.965 1.198 2.298
N -0.062 2.927 0.244
N 1.182 3.546 0.640
C 0.528 -3.211 -1.294
C -0.204 -0.886 -1.435
C 0.316 -4.651 -1.569
C 1.674 -1.467 -0.077
C -1.140 3.523 0.943
C -0.334 -2.254 -1.738
C 0.841 -0.447 -0.537
C 1.548 -2.784 -0.518
C -0.055 1.611 -0.112
H 2.465 -1.139 0.534
H 0.264 -4.863 -2.649
H -1.006 4.588 1.261
H -1.079 1.098 -0.200
H -2.392 2.712 2.746
H 1.068 -5.230 -1.024
H -1.787 0.675 1.889
H -0.811 -0.145 -1.851
H 1.757 3.787 -0.211
H -2.093 3.419 0.324
H -0.853 -4.992 -1.345
H 1.683 2.847 1.209
H -0.627 2.837 3.057
H 2.313 -3.385 -0.120
```

Computed properties:
- ΔE to the lowest compared entry with this formula, charge and spin: 18.7 kcal/mol
- HOMO level (spin up / spin down): -11.97 / -11.97 eV
- Frontier orbital gap (spin up / spin down): 8.23 / 8.23 eV
- 2S+1: 1
- Total energy: -3219.187642 Eh
- Net charge: +1


3.
Here is a structure of composition COS3 in a non-equilibrium geometry from the Open Molecules 2025 dataset. Energies are from ωB97M-V/def2-TZVPD.

The geometry in XYZ format:
```
5
Properties=species:S:1:pos:R:3
S 1.830 0.400 0.039
S 0.620 -1.313 -0.015
S -2.153 -0.114 0.021
O 0.226 1.075 -0.079
C -0.523 -0.048 0.034
```

Computed properties:
- ΔE to the lowest compared entry with this formula, charge and spin: 0.0 kcal/mol
- HOMO level: -8.94 eV
- Frontier orbital gap: 7.77 eV
- 2S+1: 1
- Total energy: -1307.850803 Eh


4.
Here is a structure of composition C7H14MnOP in a non-equilibrium geometry from the Open Molecules 2025 dataset. Energies are from ωB97M-V/def2-TZVPD.

The geometry in XYZ format:
```
24
Properties=species:S:1:pos:R:3
Mn -0.650 0.074 -0.395
P 0.431 -2.119 0.456
O -0.855 0.297 1.723
C 1.069 0.789 -0.479
C -0.579 0.216 -2.636
C 0.110 0.907 2.637
C 0.446 1.846 -1.172
C -0.376 1.570 -2.295
C 0.076 -0.804 -1.934
C -0.166 0.589 4.097
H 0.600 2.886 -0.879
H -1.137 0.979 4.421
H 1.712 1.096 0.356
H -0.278 -2.886 1.422
H 1.090 0.573 2.294
H 0.723 -3.229 -0.389
H 0.614 1.084 4.696
H -0.791 2.381 -2.906
H 1.684 -2.140 1.130
H -1.645 0.078 2.234
H -0.145 -1.840 -2.253
H 0.052 1.982 2.428
H -1.265 -0.032 -3.446
H -0.110 -0.485 4.300
```

Computed properties:
- ΔE to the lowest compared entry with this formula, charge and spin: 85.4 kcal/mol
- HOMO level (spin up / spin down): -5.38 / -6.66 eV
- Frontier orbital gap (spin up / spin down): 5.43 / 6.56 eV
- 2S+1: 5
- Total energy: -1842.442960 Eh


5.
Here is a structure of composition C19H20N13O3Pb from the Open Molecules 2025 dataset. Energies are from ωB97M-V/def2-TZVPD.

The geometry in XYZ format:
```
56
Properties=species:S:1:pos:R:3
Pb -0.353 -0.326 1.318
O 1.697 -0.538 -1.971
O 1.070 1.514 -1.789
O 1.441 0.322 -0.018
N -0.228 -2.974 -2.469
N 2.250 -1.728 4.078
N 1.933 0.217 5.441
N -1.655 1.417 -0.348
N 2.897 -3.449 1.168
N 1.472 -1.974 1.799
N 1.266 1.319 5.290
N 1.409 0.467 -1.293
N 0.595 1.221 4.174
N 2.719 -3.063 -2.007
N 0.809 0.065 3.534
N 1.892 -2.731 0.777
N 3.180 -3.199 2.455
C -1.957 1.159 -1.650
C -2.131 3.733 -0.715
C -2.153 -0.449 -3.435
C -0.041 2.337 3.481
C -0.827 3.265 4.316
C -1.755 2.648 0.101
C 1.668 -0.540 4.337
C -2.029 3.822 2.313
C -2.337 2.188 -2.541
C -2.533 0.582 -4.327
C -1.765 4.012 3.700
C -1.876 -0.170 -2.128
C -2.403 3.500 -2.032
C 0.638 -4.061 -2.909
C -2.624 1.870 -3.890
C -1.393 2.862 1.541
C 1.874 -4.293 -2.051
C -0.494 1.980 2.145
C 2.287 -2.292 2.800
H -1.595 -0.963 -1.446
H -0.434 -3.062 -1.478
H 0.193 -2.062 -2.611
H 3.075 -2.836 -2.935
H 1.600 -4.518 -1.024
H 2.484 -5.102 -2.451
H -2.653 4.318 -2.698
H 3.500 -3.177 -1.358
H -2.079 -1.469 -3.790
H 2.928 -2.068 4.742
H 0.788 3.023 3.148
H 2.183 -2.226 -1.697
H -2.919 2.666 -4.562
H -2.157 4.737 -0.313
H 0.072 -4.993 -2.897
H -2.806 4.431 1.861
H -2.752 0.339 -5.357
H -0.562 3.387 5.360
H -2.336 4.742 4.256
H 0.930 -3.880 -3.946
```

Computed properties:
- HOMO level: -11.23 eV
- Frontier orbital gap: 6.07 eV
- 2S+1: 1
- Total energy: -1866.011749 Eh
- Net charge: +1


6.
Here is an isolated molecule of C3H6BrNO4 in a non-equilibrium geometry from the Open Molecules 2025 dataset. Energies are from ωB97M-V/def2-TZVPD.

The geometry in XYZ format:
```
15
Properties=species:S:1:pos:R:3
Br -0.636 -2.156 1.528
O -1.012 1.469 2.649
O -2.022 -0.362 3.091
O -2.084 -3.073 0.485
O 1.585 -0.426 0.134
N -1.180 0.285 2.487
C -0.150 0.986 -0.528
C -0.351 -0.295 1.540
C 0.610 0.411 0.666
H -0.996 1.513 -0.069
H -2.273 -2.899 -0.429
H 0.961 1.326 1.158
H 0.596 1.632 -0.913
H -0.525 0.370 -1.371
H 2.301 -0.878 0.694
```

Computed properties:
- ΔE to the lowest compared entry with this formula, charge and spin: 99.1 kcal/mol
- HOMO level (spin up / spin down): -9.61 / -9.56 eV
- Frontier orbital gap (spin up / spin down): 7.50 / 7.92 eV
- 2S+1: 1
- Total energy: -3047.359852 Eh